# 1
The following is a quantum chemistry calculation of C31H56GeN3PdSi4Te as an isolated structure, from OMol25.

Energy   -5010.09316 hartree
Energy above the lowest of the compared OMol25 structures with the same formula, charge and spin   0.000 eV
Total charge   -1
Max |F|   0.2 eV/Å

CARTESIAN COORDINATES (ANGSTROEM)
Pd1 -0.247 0.415 1.272
C1 0.328 0.200 4.292
N1 -0.242 -0.534 3.180
C2 -0.829 -1.648 3.477
C3 -1.384 -2.610 2.595
C4 -2.022 -3.797 3.019
C5 -2.386 -4.467 1.858
C6 -1.949 -3.639 0.798
N2 -1.356 -2.526 1.227
C7 1.663 -0.336 4.782
C8 2.381 0.415 5.712
C9 3.590 -0.035 6.214
C10 4.106 -1.256 5.792
C11 3.400 -2.008 4.868
C12 2.187 -1.552 4.363
H1 -0.367 0.207 5.144
H2 0.468 1.237 3.987
H3 -0.899 -1.915 4.539
H4 -2.172 -4.109 4.044
H5 -2.886 -5.420 1.771
H6 -2.048 -3.838 -0.262
H7 1.984 1.370 6.040
H8 4.136 0.568 6.929
H9 5.055 -1.609 6.176
H10 3.797 -2.955 4.522
H11 1.654 -2.145 3.631
C13 -6.442 1.999 2.387
C14 -5.009 1.629 2.133
C15 -4.001 2.584 2.109
C16 -2.700 2.195 1.847
N3 -2.351 0.929 1.623
C17 -3.311 0.001 1.645
C18 -4.637 0.313 1.892
H12 -6.532 3.034 2.716
H13 -6.882 1.355 3.149
H14 -7.034 1.881 1.477
H15 -4.222 3.630 2.285
H16 -1.899 2.923 1.799
H17 -2.986 -1.016 1.456
H18 -5.373 -0.483 1.894
C19 0.438 -2.709 -1.492
Si1 1.208 -1.520 -2.717
C20 3.052 -1.302 -2.389
C21 1.127 -2.288 -4.446
Si2 -0.051 0.455 -2.804
Te1 -0.176 1.959 -0.822
Si3 0.728 1.804 -4.551
C22 2.609 1.912 -4.539
C23 0.048 3.550 -4.400
C24 0.192 1.114 -6.228
Si4 -2.272 -0.108 -3.295
C25 -3.150 1.425 -3.956
C26 -2.470 -1.474 -4.589
C27 -3.134 -0.661 -1.726
H19 1.074 -3.584 -1.329
H20 -0.520 -3.065 -1.886
H21 0.237 -2.245 -0.523
H22 3.544 -2.275 -2.487
H23 3.277 -0.913 -1.399
H24 3.493 -0.627 -3.127
H25 1.593 -3.278 -4.435
H26 1.670 -1.673 -5.168
H27 0.102 -2.401 -4.802
H28 2.965 2.219 -3.552
H29 2.961 2.641 -5.274
H30 3.065 0.948 -4.775
H31 0.345 3.986 -3.443
H32 -1.043 3.556 -4.441
H33 0.428 4.185 -5.206
H34 0.540 0.088 -6.369
H35 0.586 1.722 -7.048
H36 -0.898 1.109 -6.310
H37 -2.762 1.718 -4.934
H38 -3.016 2.265 -3.269
H39 -4.222 1.234 -4.059
H40 -1.926 -1.245 -5.509
H41 -3.527 -1.599 -4.845
H42 -2.104 -2.431 -4.209
H43 -3.041 0.119 -0.966
H44 -2.670 -1.559 -1.316
H45 -4.196 -0.861 -1.898
C28 3.662 2.143 -0.257
Ge1 3.082 1.206 1.373
C29 4.688 0.312 2.090
C30 2.610 2.615 2.665
C31 1.694 -0.107 1.014
H46 4.572 2.715 -0.052
H47 2.883 2.816 -0.610
H48 3.876 1.431 -1.054
H49 5.506 1.026 2.216
H50 5.018 -0.470 1.402
H51 4.477 -0.149 3.056
H52 3.384 3.385 2.651
H53 2.534 2.226 3.679
H54 1.658 3.074 2.387
H55 1.860 -0.999 1.624
H56 1.810 -0.404 -0.028

These are the Löwdin partial charges, in e, on atoms 1 to 4: atom 1 (Pd): 0.48, atom 2 (C): -0.19, atom 3 (N): -0.10, atom 4 (C): -0.13



# 2
The following is a quantum chemistry calculation of a 8-piece molecular cluster, C31H56N3O12PS4 overall, from OMol25.

Energy   -4216.00271 hartree
Energy above the lowest of the compared OMol25 structures with the same formula, charge and spin   0.000 eV
SMILES   COP(=O)(OC)OC.O=S1(=O)CCCC1.O=S1(=O)CCCC1.O=S1(=O)CCCC1.O=S1(=O)CCCC1.c1cc[nH]c1.c1cc[nH]c1.c1cc[nH]c1
Max |F|   3.8 eV/Å

CARTESIAN COORDINATES (ANGSTROEM)
C1 -2.474 -3.598 -0.802
O1 -3.322 -3.852 0.350
P1 -2.900 -4.874 1.526
O2 -1.477 -4.775 1.935
O3 -4.002 -4.667 2.696
C2 -4.614 -3.437 2.963
O4 -3.293 -6.322 0.859
C3 -3.059 -7.572 1.440
H1 -3.057 -3.671 -1.720
H2 -1.711 -4.375 -0.847
H3 -2.183 -2.550 -0.732
H4 -4.126 -2.977 3.822
H5 -5.671 -3.684 3.058
H6 -4.640 -2.801 2.077
H7 -2.765 -7.509 2.487
H8 -2.279 -8.057 0.852
H9 -4.004 -8.091 1.278
O5 -0.609 2.128 -5.526
S1 0.488 2.545 -4.730
O6 1.852 2.300 -5.143
C4 0.384 4.376 -4.462
C5 0.364 4.524 -2.917
C6 -0.372 3.345 -2.302
C7 0.266 2.099 -2.933
H10 -0.566 4.817 -4.764
H11 1.216 4.878 -4.955
H12 1.387 4.594 -2.545
H13 0.042 5.515 -2.599
H14 -1.424 3.303 -2.585
H15 -0.419 3.239 -1.218
H16 -0.313 1.177 -2.881
H17 1.220 1.967 -2.423
O7 -2.207 1.262 -0.722
S2 -3.482 0.998 -1.380
O8 -3.538 0.381 -2.713
C8 -4.523 0.054 -0.222
C9 -5.772 0.897 -0.035
C10 -5.418 2.333 -0.066
C11 -4.496 2.531 -1.229
H18 -3.891 -0.074 0.657
H19 -4.656 -0.959 -0.601
H20 -6.350 0.627 -0.919
H21 -6.355 0.685 0.862
H22 -4.860 2.685 0.802
H23 -6.209 3.076 -0.174
H24 -3.785 3.350 -1.335
H25 -5.122 2.533 -2.121
O9 5.803 -2.244 -2.336
S3 5.254 -0.880 -2.464
O10 5.451 0.138 -1.466
C12 5.657 -0.165 -4.186
C13 4.267 0.060 -4.873
C14 3.272 -0.981 -4.231
C15 3.414 -0.998 -2.681
H26 6.064 -0.996 -4.763
H27 6.349 0.677 -4.178
H28 3.878 1.061 -4.685
H29 4.272 -0.037 -5.959
H30 3.433 -1.961 -4.682
H31 2.240 -0.807 -4.535
H32 3.080 -1.807 -2.032
H33 3.081 -0.029 -2.309
O11 -3.467 1.109 2.755
S4 -2.578 0.546 3.796
O12 -2.740 -0.826 4.254
C16 -0.823 1.149 3.452
C17 -0.663 2.394 4.376
C18 -1.952 2.888 4.948
C19 -2.826 1.688 5.327
H34 -0.822 1.349 2.380
H35 -0.077 0.364 3.574
H36 0.071 2.079 5.118
H37 -0.100 3.125 3.796
H38 -2.453 3.543 4.236
H39 -1.796 3.501 5.835
H40 -3.851 1.863 5.653
H41 -2.318 1.169 6.140
C20 -0.051 -0.730 0.587
C21 1.028 0.217 0.419
C22 2.247 -0.484 0.647
N1 1.920 -1.822 0.859
C23 0.537 -1.976 0.838
H42 -1.096 -0.460 0.608
H43 0.869 1.252 0.157
H44 3.233 -0.119 0.401
H45 2.588 -2.580 0.864
H46 -0.027 -2.886 0.978
C24 2.591 5.030 0.330
C25 2.186 3.796 0.787
C26 3.338 3.009 0.712
N2 4.349 3.747 0.213
C27 3.944 5.003 0.012
H47 1.924 5.872 0.218
H48 1.240 3.458 1.185
H49 3.466 1.964 0.953
H50 5.267 3.368 0.030
H51 4.675 5.703 -0.366
C28 3.513 -4.292 0.926
C29 4.437 -3.272 0.953
C30 4.687 -2.853 2.263
N3 3.891 -3.532 3.040
C31 3.143 -4.376 2.264
H52 3.175 -4.911 0.108
H53 4.988 -2.794 0.157
H54 5.263 -2.066 2.726
H55 3.849 -3.588 4.047
H56 2.437 -5.026 2.758

These are the Löwdin partial charges, in e, on atoms 1 to 4: atom 1 (C): -0.06, atom 2 (O): -0.25, atom 3 (P): 0.47, atom 4 (O): -0.26



# 3
The following is a quantum chemistry calculation of a 6-piece molecular cluster, C31H56N6O11S overall, from OMol25.

Energy   -2768.89112 hartree
SMILES   O=C=N[C@H]1CCOS(=O)(=O)[C@@]1(CCCCO)COc1ccccc1.CNC(C)=O.CNC(C)=O.CNC(C)=O.CNC(C)=O.CNC(C)=O
Max |F|   7.7 eV/Å

CARTESIAN COORDINATES (ANGSTROEM)
O1 -1.988 -0.506 3.689
C1 -2.150 0.451 2.882
N1 -1.943 1.228 1.832
C2 -2.232 0.463 0.573
C3 -3.510 1.201 -0.147
C4 -4.078 0.392 -1.416
O2 -3.098 0.136 -2.477
S1 -1.595 0.785 -2.124
O3 -0.611 0.152 -3.114
O4 -1.492 2.283 -2.341
C5 -0.973 0.258 -0.413
C6 -0.528 -1.280 -0.591
C7 -0.393 -2.123 0.773
C8 -0.902 -3.652 0.454
C9 -0.215 -4.261 -0.875
O5 1.196 -3.899 -1.027
C10 0.269 1.281 -0.123
O6 0.963 1.037 1.117
C11 2.050 0.123 1.025
C12 2.760 -0.423 -0.247
C13 3.944 -1.486 -0.205
C14 4.460 -2.016 1.171
C15 3.775 -1.479 2.472
C16 2.605 -0.425 2.416
H1 -2.651 -0.574 0.899
H2 -3.290 2.310 -0.367
H3 -4.357 1.191 0.650
H4 -4.934 1.007 -1.889
H5 -4.502 -0.637 -1.095
H6 -1.382 -1.790 -1.201
H7 0.412 -1.406 -1.261
H8 0.688 -2.247 1.155
H9 -1.019 -1.740 1.652
H10 -2.049 -3.707 0.460
H11 -0.489 -4.281 1.343
H12 -0.291 -5.408 -0.915
H13 -0.775 -3.822 -1.780
H14 1.295 -3.542 -1.950
H15 0.933 1.395 -1.057
H16 -0.246 2.320 -0.003
H17 2.403 -0.088 -1.279
H18 4.358 -1.836 -1.214
H19 5.289 -2.803 1.178
H20 4.094 -1.849 3.519
H21 2.103 -0.064 3.394
C17 4.263 -5.156 6.950
N2 4.119 -4.043 6.038
C18 4.708 -2.819 6.105
C19 5.634 -2.545 7.258
O7 4.476 -1.980 5.241
H22 4.648 -6.011 6.390
H23 3.276 -5.403 7.347
H24 4.938 -4.931 7.774
H25 3.511 -4.154 5.237
H26 6.026 -1.530 7.175
H27 5.092 -2.631 8.203
H28 6.475 -3.243 7.238
C20 -5.390 3.014 -6.614
N3 -5.240 2.753 -5.200
C21 -6.038 3.168 -4.179
C22 -7.241 4.006 -4.519
O8 -5.766 2.856 -3.025
H29 -5.475 2.056 -7.132
H30 -4.495 3.532 -6.964
H31 -6.268 3.621 -6.832
H32 -4.453 2.196 -4.894
H33 -7.778 4.258 -3.604
H34 -6.927 4.933 -5.003
H35 -7.915 3.446 -5.172
C23 3.812 5.058 -1.752
N4 4.513 4.024 -1.023
C24 4.096 3.342 0.081
C25 2.743 3.677 0.647
O9 4.817 2.489 0.580
H36 3.685 4.724 -2.784
H37 4.427 5.961 -1.741
H38 2.837 5.279 -1.321
H39 5.430 3.746 -1.345
H40 2.549 3.055 1.521
H41 2.716 4.725 0.954
H42 1.967 3.478 -0.097
C26 0.269 4.531 3.594
N5 -1.128 4.171 3.489
C27 -2.216 4.920 3.815
C28 -1.982 6.305 4.356
O10 -3.342 4.462 3.664
H43 0.715 4.466 2.599
H44 0.760 3.811 4.253
H45 0.409 5.536 3.988
H46 -1.363 3.254 3.132
H47 -2.941 6.778 4.570
H48 -1.409 6.252 5.285
H49 -1.454 6.912 3.618
C29 0.198 -5.895 -6.469
N6 0.342 -6.153 -5.053
C30 -0.461 -5.735 -4.036
C31 -1.660 -4.895 -4.384
O11 -0.195 -6.044 -2.881
H50 0.114 -6.854 -6.985
H51 1.096 -5.380 -6.817
H52 -0.677 -5.287 -6.692
H53 1.126 -6.711 -4.743
H54 -2.201 -4.639 -3.473
H55 -1.342 -3.969 -4.870
H56 -2.332 -5.455 -5.039

These are the Löwdin partial charges, in e, on atoms 1 to 4: atom 1 (O): 0.09, atom 2 (C): -0.13, atom 3 (N): 0.11, atom 4 (C): -0.27



# 4
The following is a quantum chemistry calculation of C31H57N2O2P2W as an isolated structure, from OMol25.

Energy   -2224.10389 hartree
Total charge   +3
Max |F|   8.3 eV/Å
Multiplicity   3

CARTESIAN COORDINATES (ANGSTROEM)
C1 -0.138 -2.908 1.773
C2 1.885 -2.376 0.611
C3 0.351 -4.162 2.094
C4 2.434 -3.605 1.031
C5 1.659 -4.500 1.737
H1 -0.304 -4.865 2.605
H2 3.448 -3.844 0.707
H3 2.057 -5.476 2.002
N1 0.638 -2.011 1.106
P1 -1.869 -0.718 2.017
P2 2.177 0.112 -0.860
C6 -1.605 -2.551 1.890
H4 -2.140 -2.972 1.009
H5 -2.040 -3.062 2.763
C7 2.460 -1.579 -0.412
H6 3.397 -2.011 -0.805
C8 2.746 -0.210 -2.713
C9 3.414 1.433 -0.158
C10 -3.586 -0.303 1.323
C11 -1.747 -0.393 3.881
C12 1.862 0.715 -3.540
H7 1.965 1.777 -3.273
H8 2.126 0.609 -4.604
H9 0.806 0.435 -3.419
C13 4.230 0.073 -2.972
H10 4.537 1.108 -2.787
H11 4.878 -0.601 -2.396
H12 4.424 -0.120 -4.042
C14 2.520 -1.673 -3.134
H13 2.567 -1.729 -4.236
H14 3.270 -2.380 -2.744
H15 1.528 -2.038 -2.818
C15 3.386 2.652 -1.107
H16 2.387 3.115 -1.138
H17 4.099 3.407 -0.736
H18 3.677 2.430 -2.140
C16 2.966 1.905 1.226
H19 1.990 2.400 1.214
H20 2.930 1.080 1.950
H21 3.699 2.641 1.596
C17 4.819 0.855 0.042
H22 5.368 0.672 -0.885
H23 5.411 1.584 0.623
H24 4.778 -0.077 0.621
C18 -2.126 1.070 4.183
H25 -1.961 1.244 5.256
H26 -1.505 1.784 3.628
H27 -3.178 1.296 3.978
C19 -0.293 -0.618 4.324
H28 0.063 -1.637 4.128
H29 0.402 0.092 3.858
H30 -0.240 -0.457 5.411
C20 -2.651 -1.352 4.679
H31 -2.575 -1.084 5.742
H32 -3.705 -1.276 4.401
H33 -2.339 -2.397 4.579
C21 -3.839 -1.230 0.126
H34 -3.974 -2.276 0.438
H35 -4.760 -0.907 -0.386
H36 -3.017 -1.194 -0.607
C22 -3.568 1.163 0.845
H37 -3.011 1.286 -0.098
H38 -4.606 1.489 0.662
H39 -3.127 1.841 1.588
C23 -4.719 -0.483 2.349
H40 -4.822 -1.527 2.676
H41 -4.610 0.174 3.222
H42 -5.664 -0.198 1.858
W1 -0.043 -0.169 0.441
C24 -0.261 1.625 1.140
O1 -0.428 2.697 1.639
N2 -0.592 -0.722 -1.348
C25 -0.311 -1.202 -2.418
C26 -1.192 -1.502 -3.672
C27 -0.343 -2.301 -4.642
C28 -2.381 -2.321 -3.195
C29 -1.624 -0.194 -4.323
H43 0.492 -1.680 -4.999
H44 0.071 -3.188 -4.146
H45 -0.931 -2.622 -5.513
H46 -3.038 -1.744 -2.531
H47 -2.986 -2.656 -4.050
H48 -2.043 -3.206 -2.636
H49 -2.333 -0.386 -5.140
H50 -2.110 0.487 -3.609
H51 -0.762 0.337 -4.750
C30 0.034 6.201 1.241
C31 -0.745 5.528 0.140
O2 0.185 4.742 -0.607
H52 0.372 5.436 1.945
H53 -0.563 6.933 1.786
H54 0.910 6.697 0.822
H55 -1.507 4.875 0.579
H56 -1.231 6.275 -0.502
H57 -0.274 4.419 -1.395

These are the Löwdin partial charges, in e, on atoms 1 to 4: atom 1 (C): -0.29, atom 2 (C): -0.28, atom 3 (C): 0.04, atom 4 (C): 0.05